Entry 1:
Density functional theory data (ωB97M-V/def2-TZVPD) for a molecular structure, C22H45ErN2OP3Se at a distorted geometry.

Positions of all 75 atoms, in Å:
Er  -1.3439  0.9575  -1.0858
P  2.0080  -1.0870  1.1645
P  1.1434  2.5192  0.0592
P  -1.5853  -2.0812  -0.1675
H  -0.6212  2.9099  -4.7890
C  -1.6891  2.7028  -4.6151
C  -2.2713  2.7050  -3.3891
H  -1.8583  3.2540  -2.5222
C  3.4491  -2.1479  0.9500
C  2.4401  0.3032  2.1539
C  0.8072  -1.9744  2.1251
C  0.6773  3.5981  -1.3387
C  1.8388  3.7779  1.2169
C  2.6655  1.8004  -0.7603
C  -2.7237  -2.2947  -1.5673
C  -2.2928  -3.3782  0.9656
C  -0.1079  -2.9775  -0.8543
H  -2.3139  2.5301  -5.5002
H  -3.2811  2.2654  -3.2837
H  3.7345  -2.3527  2.0038
H  4.2610  -1.6144  0.4098
H  3.1870  -3.0851  0.4171
H  2.9728  -0.1122  3.0075
H  1.5233  0.7793  2.4988
H  3.0794  1.0312  1.6548
H  1.3774  -2.6404  2.7699
H  0.1043  -2.5608  1.5305
H  0.1982  -1.2667  2.6876
H  1.3965  4.4224  -1.3835
H  -0.3345  4.0055  -1.1932
H  0.7124  3.0402  -2.2821
H  2.4237  4.5580  0.7193
H  2.4910  3.3269  1.9755
H  1.0256  4.2753  1.7576
H  3.5478  2.4454  -0.6218
H  2.4444  1.6575  -1.8324
H  2.8595  0.7896  -0.3644
H  -3.0896  -3.3284  -1.5624
H  -2.2257  -2.0729  -2.5142
H  -3.5652  -1.5964  -1.4452
H  -3.0191  -4.0162  0.4400
H  -2.8366  -2.9034  1.7919
H  -1.5532  -4.0438  1.4322
H  -0.3622  -3.9402  -1.3241
H  0.6276  -3.1815  -0.0659
H  0.4008  -2.3210  -1.5707
C  0.6072  -0.3736  -3.5083
C  1.5562  -0.7482  -4.4937
C  1.1770  -1.7594  -5.3749
C  -0.1074  -2.3371  -5.3551
C  -1.0854  -1.7352  -4.5573
C  -0.7245  -0.5908  -3.8515
O  0.8931  0.0772  -2.2979
H  1.5095  -0.8153  -0.1915
H  2.5499  -0.3076  -4.4780
H  1.8641  -2.1553  -6.1265
H  -0.3701  -3.2417  -5.9552
H  -2.1649  -1.9855  -4.4350
H  -1.5069  0.1424  -3.5862
C  -2.4321  -1.3905  4.2355
N  -1.6074  -0.2032  4.3169
C  -0.6767  0.0361  5.3148
C  -0.1882  1.2805  5.1294
N  -0.8209  1.7874  4.0031
C  -0.7333  3.1647  3.5911
C  -1.5934  0.8218  3.3979
Se  -2.4476  0.9548  1.6851
H  -3.3562  -1.1423  3.6956
H  -1.9076  -2.1903  3.6985
H  -2.6847  -1.7359  5.2419
H  -0.4618  -0.6816  6.0789
H  0.5311  1.8510  5.6887
H  -1.1576  3.8407  4.3447
H  0.3067  3.4531  3.4335
H  -1.2897  3.3065  2.6574

Its charge is +3. The calculation puts the energy relative to the best compared isomer or geometry (same formula, charge and spin) at 0.0 kcal/mol. The HOMO energy (spin up / spin down) comes out at -14.921 / -14.929 eV. The spin multiplicity is 4.

=====

Entry 2:
Density functional theory data (ωB97M-V/def2-TZVPD) for 2 unconnected molecules or ions with the total composition C2H6NO3 at a distorted geometry.

Positions of all 12 atoms, in Å:
C  2.9628  0.1503  0.9417
N  2.6176  0.2153  -0.4214
C  1.2511  0.7392  -0.8301
O  1.3159  1.4501  -1.8448
O  0.3346  0.3405  -0.1077
H  3.4313  1.0573  1.3662
H  2.1354  -0.0510  1.6336
H  3.5657  -0.7319  1.2410
H  3.2901  0.2765  -1.1707
H  -6.4000  -0.9879  -0.8229
H  -7.4878  -0.9367  0.2986
O  -7.0167  -1.5218  -0.2834

Its charge is -1. The calculation puts the energy relative to the best compared isomer or geometry (same formula, charge and spin) at 25.6 kcal/mol. The HOMO energy comes out at -3.568 eV. The spin multiplicity is 1.

=====

Entry 3:
Density functional theory data (ωB97M-V/def2-TZVPD) for 5 unconnected molecules or ions with the total composition C27H39BClN4O3P2 at a distorted geometry.

Positions of all 77 atoms, in Å:
C  -2.1304  3.1470  -2.6145
C  -1.9080  1.5428  -2.3934
C  -2.2058  0.9817  -0.8852
Cl  -3.7460  1.7027  -0.0875
B  -0.8819  1.0031  0.1251
P  0.0133  2.6789  0.2427
C  -1.1417  4.1663  0.4891
C  -1.3081  4.6487  2.0811
C  1.3379  2.9438  -1.0974
C  2.4840  3.9598  -0.4244
P  -1.2645  0.1916  1.8609
O  -1.7715  -1.3080  1.5765
O  0.2851  0.2131  2.7227
O  -2.3793  1.1175  2.8241
H  -1.1630  3.7838  -2.3978
H  -2.3483  3.2969  -3.7785
H  -3.0474  3.6148  -2.0593
H  -2.6366  0.9792  -3.1482
H  -0.8140  1.2758  -2.7576
H  -2.4596  -0.1784  -1.0153
H  -0.1072  0.2384  -0.3789
H  -0.6199  5.0981  -0.0448
H  -2.2057  4.0814  0.0125
H  -0.8732  3.8219  2.7996
H  -2.4584  4.8729  2.2985
H  -0.6875  5.6426  2.2884
H  1.9147  1.9132  -1.2489
H  0.9560  3.3574  -2.1224
H  2.4715  3.8910  0.7672
H  3.5819  3.6591  -0.7408
H  2.2685  5.0974  -0.6690
H  0.3343  1.1401  3.1395
H  -2.2586  2.1061  2.7174
N  2.9868  2.5952  3.1852
C  3.9227  3.2617  3.8961
C  4.8974  2.6401  4.6601
C  4.9134  1.2500  4.7026
C  3.9613  0.5356  3.9826
C  3.0286  1.2464  3.2445
H  3.8666  4.3445  3.8335
H  5.6262  3.2257  5.2090
H  5.6615  0.7275  5.2916
H  3.9466  -0.5483  3.9954
H  2.2673  0.7343  2.6628
N  -6.2727  -2.8632  -1.1831
C  -5.3368  -2.1967  -0.4723
C  -4.3620  -2.8183  0.2917
C  -4.3461  -4.2084  0.3342
C  -5.2982  -4.9228  -0.3858
C  -6.2309  -4.2120  -1.1238
H  -5.3929  -1.1139  -0.5349
H  -3.6333  -2.2327  0.8407
H  -3.5980  -4.7309  0.9232
H  -5.3129  -6.0067  -0.3730
H  -6.9922  -4.7242  -1.7056
N  -3.9295  -8.7588  -0.0425
C  -2.7082  -9.0294  -0.5530
C  -2.5011  -9.5569  -1.8175
C  -3.6131  -9.8282  -2.6076
C  -4.8842  -9.5622  -2.1090
C  -4.9899  -9.0311  -0.8336
H  -1.8725  -8.8035  0.1030
H  -1.4972  -9.7518  -2.1773
H  -3.4903  -10.2433  -3.6038
H  -5.7708  -9.7630  -2.6996
H  -5.9600  -8.8028  -0.4012
N  5.4496  3.4568  -2.0786
C  6.1415  4.4858  -2.6151
C  7.5249  4.5640  -2.6213
C  8.2455  3.5266  -2.0389
C  7.5612  2.4540  -1.4765
C  6.1764  2.4636  -1.5221
H  5.5344  5.2720  -3.0544
H  8.0284  5.4134  -3.0690
H  9.3311  3.5536  -2.0236
H  8.0936  1.6303  -1.0146
H  5.5970  1.6473  -1.1000

Its charge is -1. The HOMO energy comes out at -3.634 eV. The spin multiplicity is 1.

=====

Entry 4:
Density functional theory data (ωB97M-V/def2-TZVPD) for a molecular structure, C39H39CsF3N8O3S6Sb at a distorted geometry.

Positions of all 100 atoms, in Å:
Cs  -19.9209  -12.3423  10.9325
O  -27.0242  -8.9029  12.8516
C  -25.9402  -9.2993  12.4940
S  -25.0806  -8.9451  10.9841
C  -23.5996  -9.7988  11.4035
C  -23.5149  -10.3366  12.6634
S  -22.1802  -11.1253  13.5039
S  -24.9714  -10.2603  13.5921
S  -22.4374  -9.6254  10.1202
O  -16.7350  -16.6618  9.3808
N  -17.1094  -15.5430  9.8338
N  -16.4257  -14.4898  9.5141
O  -16.9832  -13.2983  9.7939
C  -15.3211  -14.5064  8.6040
C  -15.0556  -13.2980  7.9245
C  -13.8799  -13.1916  7.2121
C  -12.9547  -14.2195  7.1313
C  -13.2858  -15.3954  7.8025
C  -14.4294  -15.5248  8.5564
H  -15.7384  -12.4924  8.0625
H  -13.7277  -12.2684  6.6579
H  -12.0155  -14.0919  6.5702
H  -12.6206  -16.2173  7.7962
H  -14.6038  -16.4270  9.1990
N  -15.4494  -12.2640  11.8616
C  -15.7198  -11.1968  12.5781
N  -16.8884  -10.6824  12.7993
C  -16.8248  -9.5138  13.4713
C  -15.6089  -9.1256  13.8587
S  -14.3998  -10.3191  13.3980
C  -18.1068  -8.8764  13.8649
C  -18.4440  -8.4962  15.0570
S  -20.0644  -7.8841  15.0772
C  -20.0703  -8.0607  13.3014
N  -19.0284  -8.6617  12.8116
N  -21.1291  -7.6471  12.5350
H  -16.1618  -12.4957  11.1671
H  -14.4859  -12.3057  11.5542
H  -15.3180  -8.1577  14.3033
H  -17.8749  -8.7516  16.0207
H  -22.0275  -7.5538  12.9725
H  -21.2677  -8.1722  11.6967
C  -18.7004  -12.6707  7.0018
N  -20.0197  -12.4704  7.5755
C  -20.5642  -11.1638  7.1658
C  -20.8607  -13.5799  7.2010
C  -22.1919  -13.7045  7.9437
N  -22.0201  -14.1503  9.2966
C  -21.9252  -15.6051  9.3565
C  -22.9899  -13.6249  10.2576
H  -18.7310  -12.5931  5.8892
H  -18.3368  -13.6186  7.2299
H  -17.9870  -11.9400  7.4260
H  -20.5757  -10.9811  6.1003
H  -19.9485  -10.3640  7.5859
H  -21.5693  -11.0790  7.6354
H  -20.2667  -14.5096  7.4556
H  -21.0260  -13.5670  6.1125
H  -22.8578  -14.3180  7.3358
H  -22.7575  -12.7766  8.0067
H  -22.8619  -16.1431  9.1612
H  -21.6054  -15.8422  10.3957
H  -21.2155  -15.9630  8.6283
H  -23.9858  -13.8882  10.0054
H  -23.0060  -12.4879  10.3670
H  -22.8343  -13.9680  11.2914
F  -13.0472  -9.5781  4.7091
C  -13.8149  -9.4645  5.7886
C  -13.3807  -8.8537  6.9264
C  -14.2039  -8.7562  8.0212
C  -15.5204  -9.2008  7.9828
C  -15.9287  -9.8711  6.8280
C  -15.0656  -9.9586  5.6949
Sb  -17.0143  -9.2330  9.6180
C  -15.9095  -7.7716  10.6524
C  -14.5725  -7.8420  10.9896
C  -13.8956  -6.8443  11.7376
C  -14.6749  -5.7799  12.1694
F  -14.0779  -4.7986  12.8943
C  -16.0473  -5.6600  11.9539
C  -16.6275  -6.6682  11.1171
C  -18.3787  -7.9390  8.6464
C  -19.5669  -7.7351  9.3155
C  -20.4867  -6.7876  8.8651
C  -20.2114  -6.1037  7.6860
F  -21.0688  -5.1264  7.2440
C  -19.0872  -6.3649  6.9266
C  -18.1128  -7.2171  7.4313
H  -12.3507  -8.4221  7.0117
H  -13.8432  -8.2304  8.8551
H  -16.8883  -10.3026  6.7358
H  -15.3431  -10.5211  4.8286
H  -14.0295  -8.7432  10.7834
H  -12.8141  -6.8382  11.9441
H  -16.4853  -4.6928  12.2899
H  -17.6603  -6.5177  10.8201
H  -19.8271  -8.3091  10.2233
H  -21.4019  -6.5481  9.3450
H  -18.9386  -5.9625  5.9207
H  -17.2096  -7.3558  6.8866

Its charge is -2. The calculation puts the energy relative to the best compared isomer or geometry (same formula, charge and spin) at 0.0 kcal/mol. The HOMO energy comes out at -1.088 eV. The spin multiplicity is 1.

=====

| no. | E (eV) |
| --- | --- |
| 1 | -149377.9282 |
| 2 | -9805.0919 |
| 3 | -72510.5012 |
| 4 | -139387.2679 |